Record 1
Computed, not measured: C10H17Li4N2O8 as an isolated structure, with wB97M-V/def2-TZVPD.

Positions of all 41 atoms, in Å:
Li -0.952 3.482 -1.985
Li 0.964 1.995 -0.036
Li -0.430 1.092 -2.826
Li -1.926 1.908 0.576
C -0.335 3.522 3.881
C 0.592 4.049 4.762
C 2.057 4.249 4.380
O 2.926 4.852 5.154
C 2.618 3.765 3.224
C 1.733 3.252 2.217
C 0.170 3.156 2.473
O -0.602 2.821 1.549
O 2.174 2.914 1.142
O 0.081 4.386 5.885
H -1.288 3.201 4.275
H 3.666 3.575 3.042
O -0.782 1.736 -0.993
H -1.304 0.921 -0.860
O -2.491 -0.120 1.064
H -2.044 -0.644 0.399
H -2.302 -0.567 1.889
C -1.952 -3.123 -0.457
O -1.441 -1.952 -0.559
N -1.514 -4.155 -1.021
N -2.990 -3.364 0.230
H -0.693 -4.133 -1.608
H -1.867 -5.066 -0.767
H -3.358 -2.638 0.828
H -3.430 -4.264 0.361
C 2.059 -2.533 -2.109
C 1.394 -1.512 -3.056
C 0.630 -2.252 -4.241
O 0.520 -0.704 -2.335
H 2.307 -3.411 -2.706
H 1.378 -2.938 -1.361
H 2.895 -2.077 -1.579
H 2.168 -0.857 -3.454
H 0.164 -1.610 -4.988
H -0.173 -2.898 -3.887
H 1.262 -2.859 -4.890
H 0.119 -1.200 -1.617

Calculated values
Orbital gap (eV): 2.09
Net charge: +1
2S+1: 1
F_max (hartree/bohr): 0.1400
E_LUMO (eV): -5.881

These are the Mulliken partial charges, in e, on atoms 1 to 2: number 1, Li, carries 0.7749; number 2, Li, carries 0.8395

Record 2
Computed, not measured: a 2-piece molecular cluster, C10H17N overall, with wB97M-V/def2-TZVPD.

Positions of all 28 atoms, in Å:
C 1.826 0.937 -0.553
C 0.856 0.510 -1.748
C -0.327 1.346 -1.600
C 0.765 -1.031 -1.869
C 1.568 0.902 -3.040
H 2.407 1.867 -0.882
H 1.286 1.010 0.408
H 2.703 0.209 -0.295
H -1.091 1.177 -2.387
H -0.637 1.331 -0.544
H 0.091 2.338 -1.327
H 0.296 -1.250 -2.924
H 0.205 -1.527 -1.044
H 1.882 -1.414 -1.667
H 2.651 0.665 -3.103
H 0.879 0.763 -4.020
H 1.801 1.970 -2.553
C -1.636 -2.039 2.569
C -1.698 -1.363 3.850
C -1.555 -0.008 3.762
N -1.660 0.734 2.634
C -1.538 0.042 1.479
C -1.480 -1.337 1.429
H -1.630 -3.176 2.625
H -1.893 -1.753 4.929
H -1.416 0.474 4.717
H -1.251 0.602 0.670
H -1.403 -1.978 0.484

Calculated values
Orbital gap (eV): 10.48
Net charge: 0
Energy relative to the best compared isomer or geometry (same formula, charge and spin) (kcal/mol): 112.8
2S+1: 1
F_max (hartree/bohr): 0.0923
E_LUMO (eV): 0.788

These are the Mulliken partial charges, in e, on atoms 1 to 2: number 1, C, carries -1.3840; number 2, C, carries 1.2700

Record 3
Computed, not measured: an isolated ion of composition C10H17N2 and charge +1, with wB97M-V/def2-TZVPD.

Positions of all 29 atoms, in Å:
H -0.723 -0.436 4.001
N -0.625 -0.712 3.062
C -1.627 -0.776 2.294
C -1.261 -1.335 0.975
N 0.208 -1.144 0.772
C 0.519 0.244 0.204
C 1.974 0.268 -0.211
C 2.037 1.128 -1.548
C 3.217 2.152 -1.584
C -1.872 -0.688 -0.287
C -2.648 0.547 -0.276
C -3.613 -0.281 -0.498
C -2.834 -1.477 -1.006
H -2.645 -0.315 2.466
H -1.576 -2.402 0.884
H 0.396 -1.061 1.886
H 0.804 -1.943 0.342
H 0.332 0.948 0.994
H -0.090 0.521 -0.599
H 2.257 -0.800 -0.532
H 2.706 0.670 0.409
H 1.022 1.522 -1.781
H 2.145 0.372 -2.403
H 2.949 2.929 -0.812
H 3.259 2.588 -2.592
H 4.166 1.726 -1.436
H -2.565 1.520 0.187
H -2.693 -1.289 -2.081
H -3.218 -2.478 -0.834

Calculated values
Orbital gap (eV): 8.81
Net charge: +1
Energy relative to the best compared isomer or geometry (same formula, charge and spin) (kcal/mol): 124.1
2S+1: 1
F_max (hartree/bohr): 0.0799
E_LUMO (eV): -3.459

These are the Mulliken partial charges, in e, on atoms 1 to 2: number 1, H, carries 0.2316; number 2, N, carries -0.4617

Record 4
Computed, not measured: a 2-piece molecular cluster, C10H17N2O overall, with wB97M-V/def2-TZVPD.

Positions of all 30 atoms, in Å:
C -1.312 -4.223 -1.821
N -0.078 -3.466 -1.616
C 1.198 -4.159 -1.783
C -0.124 -2.188 -1.350
H -1.042 -5.283 -1.863
H -2.004 -4.040 -0.987
H -1.818 -3.920 -2.751
H 0.983 -5.230 -1.822
H 1.709 -3.844 -2.706
H 1.861 -3.932 -0.938
H 0.817 -1.641 -1.265
H -1.090 -1.680 -1.418
C 0.611 5.597 1.378
O 0.197 4.609 0.420
C 0.063 3.304 0.751
C -0.345 2.458 -0.314
C -0.521 1.113 -0.102
C -0.241 0.539 1.162
N -0.336 -0.800 1.324
C 0.129 1.390 2.241
C 0.307 2.753 2.042
H 0.634 6.520 0.793
H -0.117 5.683 2.197
H 1.611 5.372 1.775
H -0.513 2.901 -1.296
H -0.871 0.473 -0.912
H -0.182 -1.213 2.234
H -0.446 -1.425 0.528
H 0.286 0.945 3.228
H 0.634 3.388 2.872

Calculated values
Orbital gap (eV): 4.27
Net charge: +1
Energy relative to the best compared isomer or geometry (same formula, charge and spin) (kcal/mol): 52.7
2S+1: 1
F_max (hartree/bohr): 0.0522
E_LUMO (eV): -5.418

These are the Mulliken partial charges, in e, on atoms 1 to 2: number 1, C, carries -0.8026; number 2, N, carries 0.1163

Record 5
Computed, not measured: C10H17N3O5PdS as an isolated structure, with wB97M-V/def2-TZVPD.

Positions of all 37 atoms, in Å:
Pd 1.113 0.494 0.131
O -1.055 1.072 2.496
C -1.758 1.131 1.280
C -2.004 -0.208 0.605
N -0.787 -0.901 0.104
C -0.879 -1.032 -1.352
C -0.865 0.317 -2.095
O -1.527 0.398 -3.138
O -0.139 1.225 -1.583
C -0.641 -2.261 0.661
C -0.670 -2.498 2.192
O -0.578 -3.704 2.493
O -0.807 -1.519 2.971
H -0.869 0.116 2.699
H -2.751 1.580 1.452
H -1.230 1.779 0.571
H -2.526 -0.868 1.301
H -2.675 -0.020 -0.241
H -0.013 -1.604 -1.697
H -1.784 -1.584 -1.642
H -1.429 -2.912 0.250
H 0.314 -2.658 0.316
S 3.085 0.357 1.351
C 2.680 1.713 0.348
N 3.482 1.992 -0.823
C 2.755 2.803 -1.811
C 2.335 4.111 -1.158
C 1.502 3.804 0.078
N 2.288 2.953 0.980
H 3.723 1.093 -1.222
H 1.858 2.289 -2.176
H 3.424 2.992 -2.657
H 1.752 4.708 -1.865
H 3.225 4.678 -0.865
H 0.570 3.318 -0.240
H 1.245 4.723 0.612
H 1.728 2.694 1.786

Calculated values
Orbital gap (eV): 6.71
Net charge: -2
Energy relative to the best compared isomer or geometry (same formula, charge and spin) (kcal/mol): 0.0
2S+1: 1
F_max (hartree/bohr): 0.0071
E_LUMO (eV): 5.404

These are the Mulliken partial charges, in e, on atoms 1 to 2: number 1, Pd, carries 0.2472; number 2, O, carries -0.6068

Record 6
Computed, not measured: a 2-piece molecular cluster, C10H17N3O6S overall, with wB97M-V/def2-TZVPD.

Positions of all 37 atoms, in Å:
O 2.891 4.219 2.042
C 2.137 4.505 2.958
O 2.536 5.203 4.047
C 0.639 4.130 2.857
C 0.195 3.235 4.011
S -1.403 2.495 3.480
C -1.205 2.947 1.707
C -1.669 1.826 0.737
O -0.856 1.245 0.032
O -3.002 1.595 0.654
N 0.221 3.346 1.671
H 3.488 5.341 3.919
H 0.078 5.069 2.896
H 0.929 2.438 4.172
H 0.086 3.801 4.941
H -1.836 3.815 1.494
H -3.097 0.880 0.008
H 0.506 3.766 0.783
C 1.519 -5.351 -1.429
N 0.579 -4.257 -1.666
C 0.445 -3.192 -0.862
O 1.112 -3.062 0.155
C -0.628 -2.146 -1.203
N -1.575 -2.562 -2.250
C -1.424 -2.446 -3.568
C -0.194 -1.767 -4.136
O -2.267 -2.904 -4.320
H 1.498 -6.056 -2.261
H 1.250 -5.872 -0.508
H 2.530 -4.952 -1.319
H -0.030 -4.317 -2.467
H -1.183 -1.936 -0.289
H -0.124 -1.225 -1.496
H -2.433 -3.002 -1.956
H -0.216 -1.853 -5.221
H 0.708 -2.241 -3.755
H -0.206 -0.715 -3.858

Calculated values
Orbital gap (eV): 9.51
Net charge: 0
Energy relative to the best compared isomer or geometry (same formula, charge and spin) (kcal/mol): 36.2
2S+1: 1
F_max (hartree/bohr): 0.0498
E_LUMO (eV): 0.372

These are the Mulliken partial charges, in e, on atoms 1 to 2: number 1, O, carries -0.5545; number 2, C, carries 0.3021

Look up the F_max of the sixth one.
0.0498 hartree/bohr

Which value of F_max does entry 3 give?
0.0799 hartree/bohr

The highest orbital gap belongs to which entry?
C10H17N